Entry 1:
ORCA calculation (the ωB97M-V functional and the def2-TZVPD basis) on a structure of composition C19H16BrCsN4O2 at a distorted geometry.

Values from the calculation:
ΔE to the lowest compared entry with this formula, charge and spin: 5.0 kJ/mol
E_LUMO: -0.202 eV
Largest force on an atom: 3.7 eV Å⁻¹
Highest occupied orbital energy: -6.62 eV

CARTESIAN COORDINATES (ANGSTROEM)
Cs  8.838  14.150  9.245
O  10.557  11.569  12.871
C  11.566  12.104  13.449
C  12.040  11.682  14.711
C  13.096  12.343  15.426
C  13.692  13.469  14.840
C  13.412  13.790  13.489
C  12.322  13.163  12.813
C  11.855  13.599  11.490
O  10.773  13.036  10.965
N  12.544  14.541  10.853
N  11.924  15.098  9.826
C  12.627  15.940  9.139
C  12.087  16.979  8.291
C  13.043  17.993  7.817
C  12.543  19.012  7.023
C  11.228  18.846  6.487
C  10.426  17.876  6.965
N  10.837  16.875  7.831
H  10.543  12.214  11.733
H  11.576  10.859  15.243
H  13.328  11.936  16.385
H  14.375  14.020  15.459
H  14.065  14.483  12.954
H  13.708  15.915  9.274
H  14.029  18.012  8.156
H  13.120  19.893  6.765
H  10.897  19.600  5.768
H  9.339  17.841  6.711
C  8.117  6.842  8.983
C  7.473  8.153  9.084
C  6.107  8.299  9.300
C  5.527  9.567  9.222
C  6.355  10.635  8.927
Br  5.648  12.378  8.715
N  7.669  10.546  8.822
C  8.219  9.331  8.854
H  8.987  6.673  9.634
H  8.411  6.602  7.951
H  7.339  6.142  9.340
H  5.461  7.417  9.496
H  4.463  9.695  9.476
H  9.280  9.333  8.774



Entry 2:
ORCA calculation (the ωB97M-V functional and the def2-TZVPD basis) on a structure of composition C19H16BrN6OReSTe4 at a distorted geometry.

Values from the calculation:
Charge: +1
ΔE to the lowest compared entry with this formula, charge and spin: 34.5 kJ/mol
⟨S²⟩: 3.798
E_LUMO (alpha / beta): -4.073 / -4.166 eV
Largest force on an atom: 1.9 eV Å⁻¹
Highest occupied orbital energy (alpha / beta): -9.26 / -9.26 eV
Multiplicity: 4

CARTESIAN COORDINATES (ANGSTROEM)
Re  0.677  -0.073  0.250
Br  1.991  -0.846  7.588
C  1.895  -0.406  5.752
C  2.577  0.723  5.277
C  2.497  1.061  3.952
C  1.738  0.297  3.047
O  1.677  0.701  1.798
C  1.069  -0.860  3.528
C  0.285  -1.721  2.721
N  -0.009  -1.560  1.457
C  -0.850  -2.488  0.801
C  -1.641  -3.444  1.389
C  -2.383  -4.340  0.599
C  -2.329  -4.294  -0.766
C  -1.550  -3.304  -1.405
C  -1.428  -3.202  -2.806
C  -0.615  -2.231  -3.330
C  0.017  -1.325  -2.477
N  -0.123  -1.335  -1.153
C  -0.851  -2.376  -0.609
C  1.166  -1.182  4.900
H  3.167  1.321  5.958
H  3.008  1.935  3.570
H  -0.089  -2.605  3.226
H  -1.715  -3.522  2.464
H  -2.993  -5.085  1.091
H  -2.871  -5.008  -1.372
H  -1.955  -3.902  -3.443
H  -0.454  -2.144  -4.395
H  0.670  -0.563  -2.882
H  0.633  -2.045  5.279
C  -0.798  4.171  -4.638
C  0.337  3.560  -3.912
N  1.580  3.862  -4.063
N  2.237  3.084  -3.174
C  1.438  2.306  -2.434
S  2.049  1.291  -1.213
N  0.202  2.596  -2.923
N  -0.986  2.070  -2.456
H  -0.393  4.830  -5.402
H  -1.414  4.767  -3.961
H  -1.424  3.415  -5.114
H  3.238  3.155  -3.087
H  -1.161  1.164  -2.874
H  -1.745  2.697  -2.685
Te  -1.417  1.390  0.857
Te  -2.209  0.829  3.299
Te  -1.066  5.168  2.608
Te  0.321  3.469  1.159



Entry 3:
ORCA calculation (the ωB97M-V functional and the def2-TZVPD basis) on the molecule C19H16BrNO3 at a distorted geometry.

Values from the calculation:
Structure (SMILES): C[C@@H](Br)Cc1ccc(CC(=O)c2ccccc2)c2c1C(=O)NC2=O
E_LUMO: -0.773 eV
Largest force on an atom: 3.3 eV Å⁻¹
Highest occupied orbital energy: -9.20 eV

CARTESIAN COORDINATES (ANGSTROEM)
C  2.206  4.004  -0.389
C  1.334  3.196  0.651
Br  1.731  3.802  2.489
C  -0.241  3.265  0.352
C  -0.785  1.803  0.511
C  -0.461  0.995  1.717
C  -0.944  -0.386  1.824
C  -1.751  -0.958  0.737
C  -2.211  -2.460  0.861
C  -1.150  -3.320  0.038
O  -1.532  -4.274  -0.599
C  0.367  -2.949  -0.018
C  1.209  -2.725  1.165
C  2.644  -2.415  1.060
C  3.325  -2.329  -0.247
C  2.481  -2.525  -1.430
C  1.046  -2.830  -1.324
C  -2.116  -0.180  -0.436
C  -1.618  1.214  -0.524
C  -2.164  1.784  -1.871
O  -1.883  2.809  -2.419
N  -3.151  0.793  -2.312
C  -2.937  -0.536  -1.711
O  -3.318  -1.591  -2.112
H  3.148  3.402  -0.555
H  1.732  4.125  -1.396
H  2.541  4.985  0.053
H  1.651  2.119  0.569
H  -0.757  3.955  1.080
H  -0.376  3.642  -0.699
H  0.153  1.419  2.550
H  -0.687  -0.987  2.726
H  -2.174  -2.748  1.950
H  -3.234  -2.524  0.418
H  0.774  -2.795  2.187
H  3.268  -2.272  1.977
H  4.420  -2.123  -0.311
H  2.975  -2.445  -2.434
H  0.514  -2.992  -2.295
H  -4.031  1.054  -1.834



Entry 4:
ORCA calculation (the ωB97M-V functional and the def2-TZVPD basis) on a structure of composition C19H16F2NO5S2 at a distorted geometry.

Values from the calculation:
Charge: -1
ΔE to the lowest compared entry with this formula, charge and spin: 0.0 kJ/mol
E_LUMO: 2.555 eV
Largest force on an atom: 3.3 eV Å⁻¹
Highest occupied orbital energy: -3.74 eV

CARTESIAN COORDINATES (ANGSTROEM)
C  3.361  0.894  -3.435
C  2.142  0.027  -3.353
O  2.105  -0.650  -2.065
C  1.160  -0.236  -1.208
C  1.311  -0.879  0.110
S  0.394  -0.135  1.308
C  0.497  1.662  1.353
C  -0.376  2.500  0.645
C  -0.345  3.886  0.852
C  0.635  4.440  1.679
C  1.452  3.599  2.435
C  1.328  2.217  2.315
O  0.945  -0.527  2.620
O  0.261  0.549  -1.494
H  3.464  1.281  -4.451
H  3.274  1.743  -2.756
H  4.258  0.329  -3.161
H  1.228  0.607  -3.461
H  2.164  -0.765  -4.099
H  2.250  -1.347  0.399
H  -1.103  2.043  -0.013
H  -1.079  4.524  0.365
H  0.748  5.522  1.737
H  2.178  4.000  3.137
H  1.853  1.543  2.980
F  1.263  -5.578  -1.439
C  0.235  -4.685  -1.285
F  -0.704  -5.227  -0.436
S  0.937  -3.158  -0.594
N  -0.648  -2.650  -0.059
C  -0.969  -2.588  1.317
O  -0.389  -3.145  2.226
C  -2.111  -1.632  1.359
C  -2.362  -1.177  0.067
C  -3.110  -0.035  -0.170
C  -3.581  0.667  0.947
C  -3.363  0.190  2.251
C  -2.633  -0.984  2.477
C  -1.460  -1.849  -0.895
O  -1.370  -1.751  -2.107
H  -0.220  -4.413  -2.255
H  -3.289  0.262  -1.208
H  -4.135  1.598  0.801
H  -3.760  0.752  3.106
H  -2.434  -1.425  3.457



Entry 5:
ORCA calculation (the ωB97M-V functional and the def2-TZVPD basis) on a structure of composition C19H16INOPRuSe2Te2 at a distorted geometry.

Values from the calculation:
ΔE to the lowest compared entry with this formula, charge and spin: 110.8 kJ/mol
⟨S²⟩: 0.771
E_LUMO (alpha / beta): -0.616 / -2.094 eV
Largest force on an atom: 1.0 eV Å⁻¹
Highest occupied orbital energy (alpha / beta): -7.17 / -7.30 eV
Multiplicity: 2

CARTESIAN COORDINATES (ANGSTROEM)
Ru  -0.063  0.074  -0.069
Se  0.063  0.680  -2.392
Te  -1.651  -0.385  -3.810
Te  -1.760  -2.794  -2.689
Se  -0.659  -2.353  -0.583
O  -0.348  -1.801  2.386
N  0.260  -0.596  1.990
C  0.425  0.129  3.024
C  1.137  1.413  3.115
C  1.540  1.727  4.417
C  2.306  2.849  4.678
C  2.680  3.675  3.629
C  2.267  3.378  2.341
C  1.481  2.261  2.063
P  0.925  2.013  0.339
C  2.507  2.175  -0.558
C  3.287  1.024  -0.666
C  4.517  1.061  -1.302
C  4.978  2.252  -1.848
C  4.209  3.402  -1.746
C  2.981  3.366  -1.100
C  0.041  3.585  0.021
C  -0.166  4.011  -1.290
C  -0.935  5.134  -1.552
C  -1.515  5.841  -0.509
C  -1.322  5.420  0.797
C  -0.550  4.297  1.060
H  -0.024  -2.456  1.753
H  0.105  -0.296  3.971
H  1.255  1.071  5.229
H  2.610  3.070  5.692
H  3.282  4.555  3.812
H  2.548  4.041  1.532
H  2.925  0.086  -0.257
H  5.110  0.160  -1.380
H  5.934  2.282  -2.354
H  4.564  4.331  -2.173
H  2.389  4.269  -1.025
H  0.264  3.464  -2.118
H  -1.087  5.450  -2.576
H  -2.124  6.712  -0.715
H  -1.781  5.955  1.618
H  -0.436  3.973  2.085
I  -2.333  1.091  0.757



Entry 6:
ORCA calculation (the ωB97M-V functional and the def2-TZVPD basis) on the molecule C19H16N2O3S at a distorted geometry.

Values from the calculation:
ΔE to the lowest compared entry with this formula, charge and spin: 92.3 kJ/mol
Structure (SMILES): CCCOc1ccc2sc3cc(-c4nnc(C)o4)ccc3c(=O)c2c1
E_LUMO: -0.698 eV
Largest force on an atom: 3.9 eV Å⁻¹
Highest occupied orbital energy: -8.02 eV

CARTESIAN COORDINATES (ANGSTROEM)
O  0.158  -0.693  -2.282
N  -5.349  -0.148  2.593
N  -6.671  -0.302  2.768
O  -6.152  -1.272  0.847
O  4.984  -0.185  -1.040
S  -0.022  0.118  2.014
C  0.145  -0.547  -1.034
C  -5.080  -0.684  1.420
C  -7.113  -0.967  1.736
C  3.804  0.282  1.032
C  2.591  0.342  1.713
C  -3.608  -1.103  -0.515
C  -2.621  -0.354  1.538
C  -2.380  -1.008  -1.129
C  2.626  -0.385  -0.975
C  3.816  -0.049  -0.313
C  -1.368  -0.345  0.970
C  1.409  0.029  1.053
C  -3.757  -0.767  0.815
C  -1.201  -0.635  -0.364
C  1.390  -0.301  -0.331
C  -8.598  -1.249  1.581
C  5.575  1.920  -2.932
C  6.128  0.687  -0.829
C  5.938  2.058  -1.476
H  4.694  0.484  1.636
H  2.571  0.579  2.791
H  -4.475  -1.299  -1.087
H  -2.719  -0.047  2.589
H  -2.318  -1.328  -2.190
H  2.683  -0.752  -1.985
H  -8.769  -1.720  0.604
H  -9.212  -0.353  1.690
H  -8.889  -1.943  2.358
H  5.683  2.872  -3.479
H  4.530  1.633  -3.036
H  6.216  1.177  -3.382
H  7.008  0.200  -1.269
H  6.310  0.785  0.254
H  5.156  2.648  -0.972
H  6.886  2.619  -1.383



Question: What is the formula in the fourth record?
Answer: C19H16F2NO5S2



Question: What is the largest force on an atom in the fifth record?
Answer: 1.0 eV Å⁻¹